1.
{
  "formula": "C33H25Cl2IN2O5PV",
  "method": "the ωB97M-V functional and the def2-TZVPD basis",
  "species": ["V", "N", "C", "C", "O", "N", "C", "C", "O", "O", "H", "H", "H", "H", "H", "H", "I", "C", "C", "C", "C", "C", "C", "C", "C", "C", "P", "C", "C", "C", "C", "C", "C", "C", "C", "C", "C", "C", "C", "C", "H", "H", "H", "H", "H", "H", "H", "H", "H", "H", "H", "H", "H", "H", "H", "H", "Cl", "C", "C", "C", "Cl", "C", "O", "C", "C", "O", "C", "H", "H", "H"],
  "positions_angstrom": [[-2.0109, 0.9134, 0.2818], [-3.8048, 0.2925, 1.1911], [-4.1885, 1.1978, 2.2635], [-3.4285, 2.5270, 2.0954], [-3.8105, 3.5418, 2.6712], [-2.3535, 2.3782, 1.3263], [-1.4727, 3.5175, 1.2414], [-0.3644, 3.1197, 0.2589], [0.6860, 3.7417, 0.1868], [-0.6535, 2.0796, -0.4229], [-4.3350, 0.4919, 0.3332], [-3.9801, -0.6814, 1.4356], [-3.8828, 0.7819, 3.2332], [-5.2683, 1.4012, 2.3002], [-1.0283, 3.7544, 2.2196], [-2.0050, 4.4181, 0.9001], [0.0047, 0.7554, 3.4165], [2.0615, 1.3243, 3.2647], [2.4817, 2.1374, 4.2890], [3.8293, 2.4660, 4.4482], [4.7538, 1.9150, 3.6083], [4.3569, 1.0724, 2.5523], [5.3461, 0.4697, 1.7516], [5.0009, -0.3700, 0.7312], [3.6540, -0.5423, 0.4206], [2.6456, 0.0516, 1.1517], [0.9473, 0.0111, 0.3982], [0.9081, -1.8267, 0.2984], [1.4291, -2.5876, -0.7420], [1.4369, -3.9693, -0.6623], [0.8992, -4.6137, 0.4382], [0.3403, -3.8643, 1.4591], [0.3487, -2.4849, 1.3898], [1.4244, 0.5446, -1.2868], [0.6366, 0.1590, -2.3695], [0.8110, 0.7479, -3.6068], [1.7715, 1.7304, -3.7813], [2.5430, 2.1342, -2.7055], [2.3655, 1.5563, -1.4626], [2.9692, 0.8078, 2.3083], [1.7681, 2.5084, 5.0070], [4.1282, 3.1111, 5.2613], [5.8096, 2.1011, 3.7420], [6.3824, 0.6787, 1.9756], [5.7597, -0.8588, 0.1386], [3.3998, -1.1424, -0.4387], [1.8155, -2.1072, -1.6302], [1.8685, -4.5476, -1.4666], [0.8994, -5.6930, 0.4922], [-0.1018, -4.3607, 2.3096], [-0.0936, -1.9102, 2.1903], [-0.1351, -0.5872, -2.2319], [0.1703, 0.4550, -4.4267], [1.8877, 2.2065, -4.7447], [3.2635, 2.9301, -2.8286], [2.9405, 1.9279, -0.6262], [-3.9860, -4.5598, -4.8280], [-3.9480, -3.0848, -3.9092], [-4.8439, -2.0647, -4.2311], [-4.8524, -0.9202, -3.4701], [-5.9707, 0.3398, -3.8683], [-3.9812, -0.6899, -2.3589], [-4.0655, 0.3320, -1.6328], [-3.0193, -1.7557, -2.1225], [-2.0421, -1.5987, -1.1191], [-1.8454, -0.5299, -0.4610], [-3.0447, -2.9382, -2.8888], [-5.5076, -2.1647, -5.0739], [-1.3961, -2.4623, -0.9111], [-2.3242, -3.7142, -2.6730]],
  "lowdin_spin": [2.097, 0.015, 0.005, 0.003, -0.003, 0.002, 0.007, 0.011, 0.010, 0.034, 0.008, 0.005, 0.001, -0.001, 0.000, 0.000, 0.017, 0.005, 0.001, 0.000, 0.000, 0.000, 0.000, 0.000, 0.001, 0.007, 0.024, 0.000, 0.000, 0.001, 0.000, 0.001, 0.001, 0.001, 0.005, 0.000, 0.001, 0.000, 0.001, 0.001, 0.000, 0.000, 0.000, 0.000, 0.000, 0.000, 0.000, 0.000, 0.000, 0.000, 0.000, 0.004, 0.000, 0.000, 0.000, 0.000, -0.003, 0.010, 0.085, 0.027, -0.002, 0.065, 0.116, 0.011, 0.294, 0.036, 0.069, 0.005, 0.014, 0.003],
  "orbital_gap_ev": [5.369, 6.850],
  "s2": 3.799,
  "total_charge": -1,
  "e_homo_ev": [-3.4, -4.9],
  "energy_ha": -4261.79787,
  "spin_multiplicity": 4
}

***

2.
{
  "formula": "C21H27F4N2O2STeV",
  "method": "the ωB97M-V functional and the def2-TZVPD basis",
  "species": ["V", "C", "N", "C", "C", "C", "N", "C", "C", "F", "C", "F", "C", "C", "F", "C", "F", "H", "H", "H", "H", "H", "H", "H", "H", "H", "H", "H", "Te", "C", "C", "C", "C", "C", "C", "H", "H", "H", "H", "H", "O", "S", "C", "C", "C", "C", "H", "H", "H", "H", "H", "H", "H", "H", "C", "O", "H", "H", "H"],
  "positions_angstrom": [[0.2998, 1.0753, 0.9840], [-1.0628, -0.5024, -2.7365], [-0.5450, -1.0507, -1.4804], [-0.0384, -2.4096, -1.7077], [-1.5824, -0.9956, -0.4632], [-1.1682, -1.5137, 0.8965], [-0.0204, -0.8195, 1.4289], [0.4148, -1.2059, 2.6919], [1.5105, -0.5657, 3.2930], [2.1559, 0.4727, 2.6418], [1.9990, -0.8899, 4.5337], [3.0751, -0.2306, 5.0211], [1.4220, -1.8884, 5.3113], [0.3434, -2.5495, 4.7349], [-0.2607, -3.5393, 5.4326], [-0.1401, -2.2542, 3.4741], [-1.1819, -3.0249, 3.0535], [-1.8668, -1.1379, -3.1742], [-1.4442, 0.5092, -2.5643], [-0.2530, -0.4236, -3.4844], [-0.8437, -3.1355, -1.9406], [0.6655, -2.3911, -2.5526], [0.5153, -2.7718, -0.8205], [-1.9160, 0.0623, -0.3799], [-2.4905, -1.5596, -0.7900], [-2.0482, -1.3878, 1.5642], [-0.9568, -2.5938, 0.8644], [1.7905, -2.1347, 6.3008], [0.2370, 2.7150, -1.0255], [-1.7477, 2.8243, -1.8347], [-1.9183, 3.1568, -3.1822], [-3.1947, 3.1724, -3.7477], [-4.3128, 2.8913, -2.9723], [-4.1528, 2.5822, -1.6260], [-2.8781, 2.5368, -1.0629], [-1.0480, 3.3837, -3.7967], [-3.2860, 3.4122, -4.7995], [-5.3132, 2.9184, -3.4016], [-5.0086, 2.3513, -0.9873], [-2.7452, 2.2863, -0.0055], [2.9195, 1.6797, 0.0681], [2.1388, 0.4251, -0.2869], [2.6054, 0.1736, -2.0625], [4.0640, -0.2466, -1.9682], [4.1080, -1.4002, -0.9482], [3.2472, -0.9843, 0.2387], [2.4321, 1.1236, -2.5914], [2.0009, -0.6475, -2.4850], [4.6640, 0.6063, -1.6027], [4.4812, -0.5387, -2.9454], [5.1423, -1.6142, -0.6206], [3.7315, -2.3288, -1.4071], [3.8418, -0.5630, 1.0567], [2.6078, -1.7892, 0.6179], [-1.8542, 2.1494, 2.6508], [-0.5055, 1.9186, 2.2972], [-1.8515, 2.5856, 3.6618], [-2.4456, 1.2150, 2.6773], [-2.3321, 2.8611, 1.9590]],
  "lowdin_spin": [2.593, 0.001, 0.014, 0.001, 0.025, 0.013, 0.015, 0.009, 0.010, 0.030, 0.002, 0.000, 0.012, 0.001, -0.001, 0.007, 0.002, 0.000, 0.000, 0.000, 0.001, 0.000, 0.000, 0.014, 0.002, 0.001, 0.000, 0.001, 0.021, 0.019, 0.001, 0.001, 0.000, 0.001, 0.006, 0.000, 0.000, 0.000, 0.000, 0.004, 0.058, 0.066, 0.010, 0.002, 0.001, 0.006, 0.001, 0.000, 0.000, 0.001, 0.000, 0.000, 0.001, 0.000, 0.021, 0.025, 0.000, 0.002, 0.000],
  "orbital_gap_ev": [5.704, 6.415],
  "s2": 3.764,
  "total_charge": -1,
  "e_homo_ev": [-3.2, -3.9],
  "energy_ha": -3086.04949,
  "spin_multiplicity": 4
}

***

Sequential energy relative to the best compared isomer or geometry (same formula, charge and spin) output: 61.61; 4.00 kcal/mol